A structure of composition AgFV, computed with ωB97M-V with the def2-TZVPD basis set.

Atoms and positions in Å:
Ag -38.190 2.288 3.145
V -39.653 -1.925 4.068
F -39.226 0.147 3.424

Values from the calculation:
- net charge = +3
- relative energy (zero: lowest compared OMol25 entry of this formula, charge and spin) (kcal/mol) = 0.0
- HOMO (alpha / beta) (eV) = -27.308 / -28.813
- multiplicity = 5

Mulliken population analysis, charges in e, atoms 1 to 2: 1.531, 1.866



A structure of composition C32H27GeIN2O2Pd at a distorted geometry, computed with ωB97M-V with the def2-TZVPD basis set.

Atoms and positions in Å:
Pd -0.007 -0.128 -0.222
C 2.537 -0.254 3.807
C 1.088 -0.619 3.926
N 0.664 -1.036 5.097
C -0.615 -1.394 5.236
C -1.516 -1.420 4.203
C -2.933 -1.862 4.465
O -3.316 -3.064 3.808
C -1.103 -0.962 2.918
C -2.012 -1.097 1.851
N -1.978 -0.530 0.651
C -3.111 -0.516 -0.104
C -4.404 -0.604 0.472
C -5.546 -0.485 -0.279
C -5.479 -0.259 -1.649
C -4.237 -0.185 -2.254
C -3.092 -0.318 -1.500
I -1.198 -0.314 -2.515
C 0.236 -0.446 2.789
O 0.716 0.136 1.757
H 3.084 -0.639 4.663
H 2.651 0.829 3.769
H 2.950 -0.672 2.889
H -0.898 -1.682 6.241
H -3.646 -1.110 4.111
H -3.074 -1.989 5.548
H -2.656 -3.735 4.009
H -2.834 -1.782 2.047
H -4.499 -0.752 1.536
H -6.506 -0.565 0.210
H -6.380 -0.143 -2.228
H -4.153 -0.017 -3.317
C 4.562 4.124 0.765
C 4.066 3.127 1.586
C 3.438 2.031 1.025
C 3.299 1.898 -0.351
C 3.824 2.896 -1.162
C 4.446 4.002 -0.608
Ge 2.211 0.341 -0.981
C 3.354 -1.259 -0.611
C 4.617 -1.244 -0.032
C 5.284 -2.425 0.247
C 4.708 -3.642 -0.071
C 3.450 -3.676 -0.649
C 2.779 -2.493 -0.898
C 2.259 0.480 -2.983
C 2.748 -0.497 -3.840
C 2.630 -0.369 -5.214
C 1.991 0.732 -5.759
C 1.477 1.709 -4.920
C 1.617 1.578 -3.551
H 5.037 4.994 1.196
H 4.157 3.213 2.661
H 3.021 1.260 1.652
H 3.742 2.805 -2.238
H 4.841 4.781 -1.246
H 5.077 -0.294 0.210
H 6.261 -2.403 0.715
H 5.234 -4.564 0.134
H 2.995 -4.627 -0.898
H 1.775 -2.511 -1.324
H 3.221 -1.377 -3.424
H 3.041 -1.128 -5.869
H 1.888 0.831 -6.832
H 0.967 2.570 -5.337
H 1.209 2.338 -2.889

Values from the calculation:
- net charge = -1
- relative energy (zero: lowest compared OMol25 entry of this formula, charge and spin) (kcal/mol) = 0.0
- HOMO (alpha / beta) (eV) = -2.487 / -4.716
- multiplicity = 2

Mulliken population analysis, charges in e, atoms 1 to 2: -0.198, -0.723



A cluster of 2 separate species, C5H14 in total at a distorted geometry, computed with ωB97M-V with the def2-TZVPD basis set.

Atoms and positions in Å:
C 0.628 -2.655 -0.460
C 1.301 -1.638 0.481
C 1.797 -0.388 -0.257
H 0.714 -2.373 -1.511
H 1.154 -3.607 -0.413
H -0.426 -2.783 -0.215
H 2.162 -2.127 0.844
H 0.625 -1.360 1.276
H 0.967 -0.015 -0.832
H 2.734 -0.570 -0.789
H 2.184 0.363 0.446
C -1.372 2.804 -0.137
C -2.218 1.673 0.423
H -0.404 2.468 -0.519
H -1.932 3.217 -0.972
H -1.136 3.511 0.657
H -1.794 1.187 1.314
H -2.371 0.850 -0.267
H -3.164 2.044 0.817

Values from the calculation:
- structure (SMILES) = CCC.CC
- relative energy (zero: lowest compared OMol25 entry of this formula, charge and spin) (kcal/mol) = 10.5
- HOMO (eV) = -11.403
- multiplicity = 1

Mulliken population analysis, charges in e, atoms 1 to 2: -1.046, -0.212



A cluster of 4 separate species, C26H65BO16P3 in total, computed with ωB97M-V with the def2-TZVPD basis set.

Atoms and positions in Å:
C 4.983 1.840 -1.447
C 5.878 0.617 -1.302
O 5.168 -0.576 -1.078
C 4.415 -0.995 -2.202
C 3.690 -2.302 -1.910
O 2.350 -2.125 -1.565
C 2.181 -1.447 -0.287
B 0.621 -1.452 0.277
C 0.461 -2.883 1.163
C 0.925 -4.141 0.456
O 0.171 -5.350 0.798
C 0.383 -0.272 1.407
C 0.339 1.216 1.050
C 1.698 1.830 0.688
C 1.715 3.355 0.745
C 0.803 4.029 -0.254
O 1.512 4.294 -1.466
C 0.643 4.682 -2.492
C -0.534 -1.609 -0.889
C -0.842 -0.568 -2.004
C -2.105 0.282 -1.711
C 0.313 0.331 -2.448
H 4.196 1.825 -0.696
H 4.539 1.907 -2.438
H 5.580 2.741 -1.295
H 6.528 0.743 -0.436
H 6.523 0.506 -2.185
H 5.094 -1.114 -3.059
H 3.658 -0.248 -2.460
H 3.700 -2.907 -2.821
H 4.236 -2.835 -1.120
H 2.588 -0.436 -0.408
H 2.858 -1.940 0.428
H -0.596 -3.013 1.429
H 1.005 -2.794 2.113
H 0.884 -4.033 -0.630
H 1.953 -4.390 0.724
H -0.698 -5.195 0.432
H 1.146 -0.379 2.194
H -0.567 -0.514 1.898
H -0.012 1.789 1.922
H -0.403 1.413 0.275
H 2.043 1.497 -0.289
H 2.416 1.446 1.421
H 2.727 3.745 0.597
H 1.402 3.693 1.731
H 0.425 4.973 0.152
H -0.046 3.381 -0.491
H 0.008 5.521 -2.181
H 1.240 4.984 -3.349
H -0.011 3.854 -2.790
H -1.477 -1.807 -0.367
H -0.310 -2.545 -1.404
H -1.103 -1.150 -2.894
H -2.586 -0.017 -0.783
H -2.835 0.200 -2.520
H -1.870 1.346 -1.606
H 0.357 1.267 -1.896
H 1.279 -0.158 -2.360
H 0.187 0.605 -3.503
C -0.586 -7.395 -3.487
O -0.688 -6.113 -2.885
P -1.236 -4.806 -3.623
O -2.426 -4.235 -3.012
O -1.419 -5.239 -5.153
C -2.675 -5.772 -5.578
O -0.004 -3.842 -3.659
C 1.263 -4.240 -4.176
H -1.554 -7.900 -3.479
H -0.214 -7.330 -4.510
H 0.116 -7.972 -2.890
H -3.452 -5.576 -4.839
H -2.578 -6.846 -5.743
H -2.943 -5.288 -6.515
H 1.156 -4.868 -5.062
H 1.825 -4.767 -3.404
H 1.793 -3.329 -4.442
C -5.690 -1.878 4.011
O -4.419 -1.624 3.431
P -4.184 -1.373 1.866
O -3.631 -0.066 1.554
O -5.597 -1.687 1.186
C -6.537 -0.624 1.016
O -3.299 -2.581 1.410
C -3.684 -3.934 1.637
H -6.235 -0.944 4.162
H -6.285 -2.555 3.397
H -5.514 -2.342 4.979
H -6.058 0.346 1.147
H -7.352 -0.740 1.733
H -6.935 -0.691 0.006
H -4.758 -4.072 1.502
H -3.387 -4.241 2.640
H -3.157 -4.538 0.904
C 0.296 8.814 4.177
O 0.823 7.747 3.396
P 0.712 6.205 3.800
O -0.003 5.378 2.845
O 0.127 6.197 5.283
C -1.293 6.135 5.472
O 2.210 5.772 4.020
C 3.050 6.480 4.931
H -0.774 8.927 3.995
H 0.474 8.659 5.241
H 0.804 9.723 3.861
H -1.796 5.838 4.554
H -1.656 7.109 5.803
H -1.492 5.395 6.243
H 2.507 6.774 5.830
H 3.466 7.363 4.443
H 3.856 5.808 5.209

Values from the calculation:
- net charge = -1
- relative energy (zero: lowest compared OMol25 entry of this formula, charge and spin) (kcal/mol) = 0.0
- HOMO (eV) = -4.130
- multiplicity = 1

Mulliken population analysis, charges in e, atoms 1 to 2: -0.783, -0.389



A structure of composition AsF6H30O15 at a distorted geometry, computed with ωB97M-V with the def2-TZVPD basis set.

Atoms and positions in Å:
As 0.023 -0.121 -0.352
F -1.727 -0.405 -0.332
F -0.047 0.943 -1.801
F 1.815 0.025 -0.282
F 0.080 -1.191 1.092
F 0.309 -1.438 -1.417
F -0.179 1.328 0.688
O 0.809 3.494 2.368
H 0.409 2.660 2.122
H 1.455 3.262 3.036
O 2.618 1.410 -3.018
H 2.188 2.159 -3.431
H 1.925 0.984 -2.513
O 3.368 1.592 2.248
H 3.980 0.953 2.612
H 3.303 1.361 1.321
O 1.002 0.535 3.422
H 1.537 0.041 4.043
H 1.636 0.993 2.870
O -0.335 -4.225 -0.507
H -0.075 -3.584 -1.170
H 0.324 -4.139 0.181
O -3.072 -3.800 -0.491
H -2.188 -4.120 -0.313
H -3.073 -2.902 -0.157
O -1.290 -1.716 -3.350
H -0.720 -1.582 -2.592
H -0.895 -2.450 -3.821
O -1.868 0.825 3.696
H -1.863 0.997 2.755
H -0.948 0.682 3.919
O -1.135 3.799 -1.727
H -0.987 2.865 -1.575
H -1.250 4.169 -0.852
O 2.517 -2.941 0.277
H 2.178 -3.749 0.661
H 1.814 -2.304 0.399
O 0.689 3.055 -3.793
H 0.000 3.509 -3.308
H 0.616 3.392 -4.686
O -1.678 -3.380 2.270
H -0.987 -3.392 2.932
H -1.610 -2.514 1.868
O -3.595 -1.592 1.399
H -3.055 -0.873 1.072
H -4.233 -1.171 1.974
O -3.489 1.829 -1.082
H -2.960 1.251 -1.632
H -3.520 2.656 -1.563
O 4.299 1.240 -1.079
H 4.036 0.540 -0.482
H 3.847 1.039 -1.899

Values from the calculation:
- relative energy (zero: lowest compared OMol25 entry of this formula, charge and spin) (kcal/mol) = 0.1
- HOMO (alpha / beta) (eV) = -9.950 / -9.950
- multiplicity = 2

Mulliken population analysis, charges in e, atoms 1 to 2: 2.015, -0.443



A cluster of 2 separate species, C4H9NO3 in total at a distorted geometry, computed with ωB97M-V with the def2-TZVPD basis set.

Atoms and positions in Å:
C -1.198 -1.154 -1.031
N -0.648 0.007 -0.439
C 1.744 -0.420 -1.138
C 0.719 -0.157 -0.006
C 0.987 0.996 0.998
O 1.198 0.693 2.128
O -2.288 -1.084 -1.529
H -0.660 -2.100 -0.918
H -0.822 0.924 -0.859
H 2.196 -1.399 -1.003
H 2.513 0.336 -1.148
H 1.290 -0.466 -2.134
H 0.724 -1.056 0.649
H 1.014 2.055 0.714
H -2.249 1.030 2.648
H -1.869 0.747 1.297
O -2.651 1.051 1.770

Values from the calculation:
- net charge = +1
- relative energy (zero: lowest compared OMol25 entry of this formula, charge and spin) (kcal/mol) = 54.6
- HOMO (alpha / beta) (eV) = -15.246 / -15.233
- multiplicity = 2

Mulliken population analysis, charges in e, atoms 1 to 2: 0.061, -0.098



A cluster of 2 separate species, C4H7NO in total at a distorted geometry, computed with ωB97M-V with the def2-TZVPD basis set.

Atoms and positions in Å:
C -1.076 -0.374 0.584
N -0.680 -1.127 -0.421
C -0.078 0.265 1.378
O -2.347 0.036 0.714
H -2.893 -0.236 -0.038
H 0.285 -0.705 -0.858
H -1.362 -1.522 -1.054
H 0.608 -0.426 1.859
H -0.454 1.028 2.049
C 1.554 0.376 -0.919
C 2.467 0.839 -1.576
H 3.270 1.243 -2.144
H 0.704 0.603 0.425

Values from the calculation:
- relative energy (zero: lowest compared OMol25 entry of this formula, charge and spin) (kcal/mol) = 113.9
- HOMO (eV) = -8.732
- multiplicity = 1

Mulliken population analysis, charges in e, atoms 1 to 2: 0.634, -0.430



A structure of composition C9H22BaN4O7 at a distorted geometry, computed with ωB97M-V with the def2-TZVPD basis set.

Atoms and positions in Å:
O 0.420 -1.480 -2.790
H -0.221 -1.760 -3.516
Ba 0.795 0.057 -0.057
N 2.180 -2.254 -0.084
N -0.018 -2.430 0.701
N 0.204 2.782 -0.284
N -1.595 1.559 1.313
O 2.938 -1.575 -0.823
O 1.574 3.284 -0.452
O -2.372 1.052 2.412
O -1.200 -2.206 1.113
C 0.285 -3.580 -0.010
C 1.578 -3.401 -0.588
C -0.410 3.542 0.595
C -1.436 2.858 1.455
C 2.083 -4.209 -1.726
H 1.860 -3.681 -2.680
H 1.578 -5.195 -1.814
H 3.176 -4.420 -1.670
C -0.656 -4.690 -0.341
H -1.532 -4.241 -0.869
H -0.964 -5.255 0.564
H -0.189 -5.418 -1.036
C 0.242 4.770 1.129
C -2.073 3.614 2.589
H 0.992 5.081 0.409
H 0.722 4.531 2.090
H -0.449 5.584 1.334
H -2.580 2.894 3.238
H -2.773 4.386 2.243
H -1.314 4.154 3.165
H 1.866 2.865 -1.309
H -2.624 0.140 2.148
C -2.003 0.220 -1.890
H -1.631 -0.159 -2.868
H -2.094 1.324 -1.748
H -2.732 -0.408 -1.346
O 1.674 0.741 -3.076
H 1.507 -0.259 -3.201
H 0.809 1.100 -3.343
O 1.303 0.108 3.290
H 1.100 -0.666 3.890
H 1.978 0.639 3.842

Values from the calculation:
- HOMO (alpha / beta) (eV) = -7.098 / -6.705
- multiplicity = 1

Mulliken population analysis, charges in e, atoms 1 to 2: -0.792, 0.064



Number 1: total energy -32361.053 eV. Number 2: total energy -108795.207 eV. Number 3: total energy -5411.595 eV. Number 4: total energy -89325.118 eV. Number 5: total energy -108342.863 eV. Number 6: total energy -11915.501 eV. Number 7: total energy -7794.705 eV. Number 8: total energy -30667.233 eV.